# 1
Formula: C4H12N4O8
Source: the OMol25 dataset
Level of theory: ωB97M-V/def2-TZVPD

Calculated values
Strongest force on any atom: 10.14 eV/A
Total energy: -26664.578 eV
Orbital gap: 0.311 Ha

The geometry in ORCA input format:
```
! wB97M-V def2-TZVPD RIJCOSX def2/J DEFGRID3
* xyz 0 1
C 0.57 -2.77 -2.10
N -0.90 -2.96 -1.82
O -1.40 -4.11 -2.02
O -1.44 -1.91 -1.47
H 0.77 -2.31 -3.07
H 1.12 -3.71 -2.03
H 1.14 -2.20 -1.36
C 0.26 -0.38 0.30
N -0.86 -0.19 1.29
O -1.51 0.81 1.24
O -0.96 -1.04 2.12
H 0.18 0.53 -0.29
H 0.12 -1.28 -0.30
H 1.22 -0.53 0.81
C -2.07 2.11 3.11
N -1.70 3.29 3.91
O -0.56 3.56 4.18
O -2.66 4.02 4.27
H -1.57 2.08 2.14
H -3.07 2.12 2.68
H -1.75 1.24 3.68
C 2.53 0.58 -2.70
N 1.73 0.42 -1.45
O 1.00 -0.58 -1.34
O 1.64 1.31 -0.74
H 3.38 1.20 -2.42
H 1.83 0.97 -3.45
H 2.95 -0.31 -3.17
*
```

# 2
Formula: C35H39N5O2SSm
Source: the OMol25 dataset
Level of theory: ωB97M-V/def2-TZVPD

Calculated values
Strongest force on any atom: 0.98 eV/A
Total energy: -77210.035 eV
Orbital gap (spin up / spin down): 0.230 / 0.230 Ha

The geometry in ORCA input format:
```
! wB97M-V def2-TZVPD RIJCOSX def2/J DEFGRID3
* xyz 1 6
Sm -0.42 -0.07 0.02
C -3.02 -1.94 0.74
N -2.62 -1.39 -0.58
C -2.56 -2.50 -1.53
C -3.48 -0.29 -0.98
C -4.41 -0.42 -2.01
C -5.17 0.67 -2.40
C -5.00 1.90 -1.77
C -4.08 2.03 -0.74
C -3.31 0.94 -0.31
N -2.31 1.02 0.67
C -2.56 1.49 1.96
C -3.78 2.00 2.42
C -3.93 2.42 3.73
C -2.88 2.34 4.63
C -1.67 1.80 4.20
C -1.51 1.38 2.89
N -0.28 0.70 2.48
C 0.92 1.49 2.83
C -0.18 -0.63 3.13
H -3.96 -2.49 0.66
H -3.14 -1.14 1.46
H -2.24 -2.63 1.08
H -3.49 -3.07 -1.55
H -1.75 -3.17 -1.22
H -2.34 -2.14 -2.53
H -4.54 -1.37 -2.51
H -5.89 0.57 -3.20
H -5.58 2.75 -2.08
H -3.94 2.98 -0.25
H -4.62 2.07 1.74
H -4.89 2.81 4.04
H -2.99 2.67 5.65
H -0.86 1.70 4.90
H 1.00 1.63 3.91
H 0.89 2.46 2.34
H 1.81 0.95 2.50
H -0.07 -0.53 4.21
H 0.69 -1.17 2.74
H -1.08 -1.20 2.93
C -0.44 3.22 -1.11
O 0.46 2.16 -0.75
C 1.73 2.47 -0.31
C 2.16 3.77 -0.10
C 3.44 3.99 0.39
C 4.28 2.92 0.69
C 3.83 1.63 0.49
C 2.56 1.39 -0.01
N 2.02 0.05 -0.14
N 2.92 -0.83 -0.21
C 2.66 -2.18 -0.25
C 1.41 -2.79 -0.07
O 0.30 -2.12 0.10
C 1.33 -4.22 -0.07
C 2.44 -4.97 -0.23
C 3.74 -4.39 -0.42
C 4.87 -5.21 -0.59
C 6.11 -4.65 -0.77
C 6.23 -3.25 -0.78
C 5.14 -2.43 -0.61
C 3.86 -2.99 -0.42
H -0.66 3.83 -0.24
H -1.35 2.73 -1.45
H 0.00 3.82 -1.90
H 1.52 4.61 -0.33
H 3.78 5.01 0.56
H 5.27 3.09 1.09
H 4.45 0.78 0.74
H 0.36 -4.67 0.08
H 2.37 -6.05 -0.22
H 4.74 -6.28 -0.58
H 6.98 -5.28 -0.91
H 7.21 -2.80 -0.92
H 5.27 -1.36 -0.63
C 1.13 0.30 -3.77
S -0.45 -0.11 -3.02
C -1.53 1.08 -3.82
H 1.11 0.06 -4.83
H 1.90 -0.30 -3.29
H 1.36 1.35 -3.63
H -1.11 2.08 -3.77
H -2.49 1.07 -3.30
H -1.69 0.80 -4.86
*
```

# 3
Formula: C4H18NO7
Source: the OMol25 dataset
Level of theory: ωB97M-V/def2-TZVPD

Calculated values
Strongest force on any atom: 1.73 eV/A
Total energy: -20256.028 eV
Orbital gap: 0.387 Ha

The geometry in ORCA input format:
```
! wB97M-V def2-TZVPD RIJCOSX def2/J DEFGRID3
* xyz 1 1
O 1.09 -0.77 2.52
C 1.49 -0.20 1.53
C 0.39 0.67 0.86
C 0.57 2.12 1.30
C 1.90 2.74 0.83
O 2.92 2.11 0.87
N -0.93 0.22 1.38
H 2.50 -0.32 1.16
H 0.34 0.59 -0.22
H -0.29 2.78 1.18
H 0.73 2.19 2.39
H 1.84 3.78 0.48
H -1.21 -0.73 1.07
H -0.98 0.22 2.40
H -1.66 0.88 1.10
H 0.82 -1.48 -1.08
H 2.36 -1.48 -1.50
O 1.65 -1.00 -1.08
H -2.58 0.68 -1.18
H -3.73 0.81 -0.22
O -2.96 0.25 -0.37
H -1.52 0.69 -3.16
H -0.97 1.96 -2.54
O -1.78 1.43 -2.60
H 0.03 -2.83 1.28
H -0.25 -2.91 -0.18
O -0.46 -2.37 0.59
H 0.42 -3.96 -1.79
H 0.01 -3.03 -2.99
O 0.26 -3.05 -2.06
*
```

# 4
Formula: C31H22Cl4CrF9N2O2PSSi
Source: the OMol25 dataset
Level of theory: ωB97M-V/def2-TZVPD

Calculated values
Strongest force on any atom: 0.35 eV/A
Total energy: -170550.816 eV
Orbital gap (spin up / spin down): 0.255 / 0.276 Ha

The geometry in ORCA input format:
```
! wB97M-V def2-TZVPD RIJCOSX def2/J DEFGRID3
* xyz 1 2
Cr -0.01 -0.29 0.20
Cl 2.03 6.26 -2.23
C 1.54 4.81 -1.41
C 1.28 4.86 -0.03
C 0.89 3.75 0.66
C 0.73 2.52 -0.01
O 0.34 1.47 0.67
C 0.98 2.48 -1.40
C 0.70 1.31 -2.14
O 0.24 0.25 -1.66
C 1.39 3.64 -2.09
H 1.40 5.80 0.49
H 0.70 3.79 1.73
H 0.84 1.33 -3.22
H 1.57 3.59 -3.16
S -0.48 -2.39 -0.91
C -1.59 -3.36 -0.04
N -1.94 -3.28 1.23
C -2.88 -4.32 1.62
C -3.11 -5.09 0.30
N -2.23 -4.38 -0.62
H -1.59 -2.54 1.83
H -3.80 -3.88 2.01
H -2.45 -4.96 2.39
H -4.15 -5.03 -0.04
H -2.83 -6.14 0.38
H -2.03 -4.66 -1.57
Cl 0.18 -1.11 2.31
Si 2.36 -0.76 0.52
Cl 3.33 -2.44 1.09
Cl 3.72 0.75 0.71
F -8.25 -1.15 -2.31
C -7.41 -2.10 -1.86
F -7.14 -2.92 -2.88
F -8.08 -2.81 -0.93
C -6.17 -1.49 -1.27
C -4.93 -1.73 -1.83
C -3.79 -1.16 -1.25
C -3.90 -0.35 -0.13
C -5.17 -0.09 0.41
C -6.29 -0.66 -0.15
P -2.41 0.46 0.54
C -2.59 2.15 -0.11
C -2.31 2.32 -1.47
C -2.36 3.58 -2.04
C -2.70 4.68 -1.26
C -3.03 4.51 0.07
C -2.99 3.25 0.64
C -2.71 6.05 -1.90
F -2.71 7.03 -0.99
F -3.79 6.21 -2.68
F -1.63 6.22 -2.68
C -2.65 0.52 2.33
C -3.37 -0.48 2.98
C -3.39 -0.56 4.36
C -2.67 0.36 5.11
C -1.93 1.35 4.48
C -1.91 1.42 3.10
C -2.71 0.31 6.62
F -2.96 -0.93 7.06
F -1.54 0.70 7.16
F -3.66 1.11 7.11
H -4.84 -2.35 -2.70
H -2.82 -1.35 -1.69
H -5.28 0.55 1.27
H -7.27 -0.46 0.26
H -2.05 1.47 -2.08
H -2.13 3.71 -3.09
H -3.32 5.37 0.66
H -3.26 3.14 1.68
H -3.94 -1.21 2.41
H -3.96 -1.33 4.86
H -1.35 2.05 5.07
H -1.29 2.16 2.62
*
```

# 5
Formula: C6H14O
Source: the OMol25 dataset
Level of theory: ωB97M-V/def2-TZVPD

Calculated values
SMILES string: C/C(O)=C/C(C)C.[H][H]
Strongest force on any atom: 0.43 eV/A
Total energy: -8495.423 eV
Orbital gap: 0.343 Ha

The geometry in ORCA input format:
```
! wB97M-V def2-TZVPD RIJCOSX def2/J DEFGRID3
* xyz 0 1
C -0.19 -0.56 -2.03
C 0.75 0.18 -1.07
C 2.21 -0.19 -1.34
C 0.38 -0.13 0.36
C -0.33 0.67 1.16
C -0.71 0.35 2.57
O -0.74 1.90 0.70
H 0.08 -0.35 -3.08
H -1.23 -0.26 -1.87
H -0.12 -1.65 -1.89
H 0.62 1.25 -1.23
H 2.48 0.04 -2.38
H 2.38 -1.26 -1.18
H 2.89 0.36 -0.67
H 0.69 -1.09 0.77
H -2.36 -1.09 0.43
H -3.07 -1.28 0.54
H -0.28 1.08 3.27
H -0.36 -0.65 2.86
H -1.80 0.36 2.69
H -1.29 2.32 1.38
*
```

# 6
Formula: C5H7ClN2
Source: the OMol25 dataset
Level of theory: ωB97M-V/def2-TZVPD

Calculated values
Strongest force on any atom: 4.91 eV/A
Total energy: -20797.278 eV
Orbital gap: 0.329 Ha

The geometry in ORCA input format:
```
! wB97M-V def2-TZVPD RIJCOSX def2/J DEFGRID3
* xyz 0 1
C -0.59 0.74 1.35
C 0.69 0.80 1.76
C 1.72 -0.53 0.22
C -1.14 -0.15 0.20
C -0.15 -0.16 -0.90
N 1.76 0.04 1.29
N -0.28 -1.01 -1.92
Cl 0.08 1.68 -1.36
H -1.44 1.31 1.57
H 1.05 1.38 2.56
H 2.47 -1.15 -0.29
H -1.51 -1.10 0.63
H -2.16 0.28 -0.23
H -1.12 -0.93 -2.46
H 0.63 -1.20 -2.43
*
```